Run i
Density functional theory data (ωB97M-V with the def2-TZVPD basis set) for an isolated molecule of C8H16N2O3.

```
29
Properties=species:S:1:pos:R:3
H -1.67 0.18 0.02
N -0.07 -2.02 -1.88
N -0.36 -1.62 1.87
H 0.70 2.25 2.45
O -0.72 -3.27 0.35
H 0.88 2.83 -0.78
C -0.13 -1.19 -0.69
H -0.78 -2.26 2.48
O 1.21 1.67 2.95
C 1.01 0.25 2.87
H -0.75 0.45 1.57
C -0.33 -2.10 0.58
H 1.14 1.30 0.13
H 0.91 -0.15 -2.40
C -0.36 -0.19 2.32
H 0.45 -2.76 -1.52
C 0.39 1.96 -0.31
H 1.44 1.45 -2.75
C -0.40 1.28 -1.45
H -0.84 -0.16 3.23
H -1.02 -2.36 -2.02
H -0.12 2.30 0.56
H -1.14 1.92 -1.84
O 1.81 -0.38 3.51
C 0.54 0.85 -2.63
H -1.77 -0.52 -1.64
C -1.11 0.00 -0.89
H 0.23 0.95 -3.66
H 0.82 -0.67 -0.40
```

Charge   0
Orbital gap   0.377 Ha
M   188.23 g/mol
E_HOMO   -9.87 eV
SMILES   CC(C)C[C@H](N)C(=O)NCC(=O)O

---

Run ii
Density functional theory data (ωB97M-V with the def2-TZVPD basis set) for a cluster of 3 separate species, C8H16N2O3 in total.

```
29
Properties=species:S:1:pos:R:3
C -3.75 -0.70 -0.95
H -0.15 -0.89 1.27
H 1.19 2.94 0.59
H 0.52 2.45 -1.04
C 3.08 1.24 -0.33
H 1.96 0.55 1.41
N -2.82 0.27 1.37
C 0.76 2.07 0.01
H 3.39 2.04 0.43
H -4.70 -0.59 -0.50
O 2.89 -1.89 -0.94
H -0.16 1.98 0.53
C 2.07 -1.59 0.10
H -3.29 0.17 -1.74
H 3.08 1.64 -1.30
O -1.50 -0.18 -1.55
N -0.17 -0.55 0.34
H -3.34 -0.36 2.61
H 3.76 0.23 -0.48
H -1.43 0.43 1.47
C -2.84 -0.75 0.27
H -2.88 -1.83 0.80
C -1.46 -0.54 -0.34
C 1.74 0.90 0.25
H 3.66 -2.54 -0.37
C 1.08 -0.43 -0.24
H -3.61 -1.65 -1.53
H 1.00 -0.33 -1.29
O 1.91 -2.08 1.17
```

Charge   0
Orbital gap   0.340 Ha
M   188.23 g/mol
E_HOMO   -9.12 eV

---

We find run i to be the most stable, with the next structure 526.6 kJ/mol higher.

---

Run i
Density functional theory data (ωB97M-V with the def2-TZVPD basis set) for a structure of composition C2H3NO2.

```
8
Properties=species:S:1:pos:R:3
H 0.06 0.57 -0.86
H 0.53 -0.89 -0.17
C -1.61 -0.04 0.13
H 0.26 0.58 0.82
N -2.53 -0.01 1.01
O -3.47 0.01 -0.03
O -2.44 -0.04 -0.96
C -0.13 0.04 0.04
```

Charge   0
Orbital gap   0.419 Ha
M   73.05 g/mol
E_HOMO   -10.55 eV

---

Run ii
Density functional theory data (ωB97M-V with the def2-TZVPD basis set) for a structure of composition C2H3NO2.

```
8
Properties=species:S:1:pos:R:3
C 0.86 -0.14 0.19
O -0.33 1.77 -0.76
H 1.76 0.42 -0.03
C -0.17 0.60 -0.52
O -1.97 -0.84 0.51
N -1.76 -0.57 -0.64
H 1.01 -1.26 0.05
H 0.60 0.02 1.20
```

Charge   0
Orbital gap   0.294 Ha
M   73.05 g/mol
E_HOMO   -8.05 eV

---

We find run ii to be the most stable, with the next structure 121.4 kJ/mol higher.